Record 1
The following is a quantum chemistry calculation of 2 unconnected molecules or ions with the total composition HNO5S at a distorted geometry, from OMol25.

Calculated values
HOMO (spin up / spin down): 0.9805 / 1.6322 eV
2S+1: 1
Frontier orbital gap (spin up / spin down): 6.181 / 5.421 eV
E_LUMO (spin up / spin down): 0.263 / 0.259 Eh
Total energy: -22573.5986 eV
Charge: -2
Relative energy (zero: lowest compared OMol25 entry of this formula, charge and spin): 2.7962 eV

Element x y z (Å)
N 1.548 0.684 0.547
O 2.547 -0.039 0.104
O -2.218 -0.532 -1.739
O -0.561 -1.504 -0.152
O -1.990 0.220 0.607
O 0.695 1.158 -0.208
S -1.229 -0.245 -0.568
H 1.209 0.257 1.409

How positive or negative is each atom? The natural (NBO) charges in e answer that:
1. N 0.152
2. O -0.685
3. O -1.069
4. O -1.066
5. O -1.074
6. O -0.533
7. S 1.997
8. H 0.277

Record 2
The following is a quantum chemistry calculation of 2 unconnected molecules or ions with the total composition HNO5S at a distorted geometry, from OMol25.

Calculated values
HOMO (spin up / spin down): 1.4346 / 0.8621 eV
2S+1: 1
Frontier orbital gap (spin up / spin down): 5.624 / 6.023 eV
E_LUMO (spin up / spin down): 0.259 / 0.253 Eh
Total energy: -22573.7570 eV
Charge: -2
Relative energy (zero: lowest compared OMol25 entry of this formula, charge and spin): 2.6379 eV

Element x y z (Å)
N 1.607 0.506 0.599
O 2.741 0.384 -0.112
O -1.823 -0.298 -1.791
O -0.809 -1.562 0.121
O -2.199 0.332 0.587
O 0.565 1.199 0.069
S -1.248 -0.226 -0.430
H 1.165 -0.334 0.957

How positive or negative is each atom? The natural (NBO) charges in e answer that:
1. N 0.068
2. O -0.692
3. O -1.049
4. O -1.073
5. O -1.066
6. O -0.598
7. S 2.085
8. H 0.324

Record 3
The following is a quantum chemistry calculation of a molecular structure, HNO6PS at a distorted geometry, from OMol25.

Calculated values
HOMO: -5.8107 eV
2S+1: 1
Frontier orbital gap: 8.125 eV
E_LUMO: 0.085 Eh
Total energy: -33916.0741 eV
Charge: -1
Relative energy (zero: lowest compared OMol25 entry of this formula, charge and spin): 1.8125 eV

Element x y z (Å)
N 0.700 -2.694 -0.165
O 0.822 -0.367 -1.169
O -1.263 0.311 0.324
O -1.294 -3.794 -1.262
O 0.756 -4.164 -2.286
O -0.444 -1.963 0.307
O -1.505 -0.933 -1.863
P -0.680 -0.590 -0.655
S 0.017 -3.346 -1.366
H 1.252 -0.321 -0.324

How positive or negative is each atom? The natural (NBO) charges in e answer that:
1. N -0.525
2. O -0.976
3. O -1.146
4. O -0.856
5. O -0.884
6. O -0.666
7. O -1.129
8. P 2.451
9. S 2.254
10. H 0.478

Record 4
The following is a quantum chemistry calculation of a gas-phase ion, HO (charge -1), from OMol25.

Calculated values
HOMO: -1.7331 eV
2S+1: 1
Frontier orbital gap: 8.356 eV
SMILES: [OH-]
E_LUMO: 0.243 Eh
Total energy: -2062.7959 eV
Charge: -1
Relative energy (zero: lowest compared OMol25 entry of this formula, charge and spin): 0.0008 eV

Element x y z (Å)
O -0.175 0.111 -0.439
H 0.175 -0.111 0.439

How positive or negative is each atom? The natural (NBO) charges in e answer that:
1. O -1.379
2. H 0.379